C11H13N3O | the ωB97M-V functional and the def2-TZVPD basis

Geometry as XYZ:
```
28
Properties=species:S:1:pos:R:3
C 1.671 -1.541 -1.453
C 2.980 1.499 2.026
C 1.257 -0.779 -0.273
C 2.291 -0.274 0.684
C 1.330 2.083 0.195
C 0.035 -0.298 -0.103
C 2.112 1.050 1.006
C 3.396 -1.182 1.221
C -2.174 -1.503 -0.337
C -1.745 0.890 -1.375
C -1.196 -0.490 -0.996
N 2.132 -2.051 -2.366
N 3.618 1.975 2.845
N 0.980 3.162 1.024
O 1.149 1.902 -0.975
H -0.206 0.013 0.888
H 3.994 -0.501 1.835
H 3.871 -1.511 0.344
H 2.965 -2.014 1.811
H -2.928 -1.758 -1.079
H -2.724 -0.980 0.460
H -1.688 -2.423 0.066
H -2.207 0.581 -2.389
H -1.000 1.702 -1.676
H -2.490 1.222 -0.704
H -0.789 -0.885 -1.958
H 1.080 3.050 2.062
H 0.626 4.071 0.778
```

Calculated values
- HOMO (eV) = -9.580
- SMILES string = CC(/C(C#N)=C/C(C)C)=C(\C#N)C(N)=O

***

C21H45N2P3S2V | the ωB97M-V functional and the def2-TZVPD basis

Geometry as XYZ:
```
74
Properties=species:S:1:pos:R:3
V 0.100 -0.098 -0.290
P -0.724 -2.347 -0.267
P 0.406 -0.079 2.026
P 2.231 -1.022 -0.559
H -1.817 1.837 -1.969
C -0.955 1.252 -2.328
C -1.048 -0.154 -2.373
H -1.977 -0.684 -2.095
C -2.537 -2.648 -0.146
C -0.251 -3.520 1.073
C -0.370 -3.280 -1.812
C 0.541 1.656 2.555
C -0.861 -0.706 3.205
C 1.865 -0.845 2.837
C 2.586 -1.431 -2.310
C 2.886 -2.601 0.158
C 3.679 -0.008 -0.005
H -0.378 1.743 -3.144
H -0.395 -0.713 -3.062
H -3.079 -2.139 -0.953
H -2.924 -2.288 0.819
H -2.717 -3.736 -0.200
H -0.601 -3.149 2.043
H 0.830 -3.681 1.131
H -0.740 -4.485 0.874
H -0.434 -2.622 -2.686
H -1.134 -4.060 -1.926
H 0.623 -3.741 -1.797
H 0.718 1.680 3.643
H -0.386 2.206 2.330
H 1.382 2.150 2.044
H -0.373 -0.925 4.167
H -1.326 -1.636 2.851
H -1.635 0.057 3.370
H 1.771 -0.708 3.920
H 2.799 -0.384 2.500
H 1.881 -1.922 2.643
H 3.658 -1.233 -2.462
H 1.995 -0.842 -3.024
H 2.382 -2.504 -2.484
H 3.933 -2.640 -0.169
H 2.358 -3.484 -0.214
H 2.866 -2.590 1.251
H 4.321 0.128 -0.884
H 4.230 -0.575 0.765
H 3.404 0.970 0.412
C 2.543 3.301 -3.239
C 3.514 4.240 -2.808
C 4.185 5.054 -3.720
C 3.929 4.946 -5.094
C 2.893 4.112 -5.517
C 2.203 3.297 -4.612
S 2.058 1.992 -2.128
H 0.915 2.229 -1.256
H 3.770 4.275 -1.746
H 4.951 5.745 -3.376
H 4.538 5.480 -5.822
H 2.632 4.081 -6.581
H 1.425 2.606 -4.953
S -2.249 0.717 0.300
C -3.386 0.425 1.593
N -3.388 1.303 2.623
C -4.490 1.394 3.576
C -5.005 0.007 3.916
C -5.237 -0.846 2.685
N -4.237 -0.613 1.635
H -2.848 2.141 2.424
H -5.289 2.010 3.138
H -4.116 1.917 4.461
H -5.953 0.116 4.452
H -4.328 -0.490 4.619
H -6.226 -0.621 2.270
H -5.237 -1.906 2.952
H -4.353 -1.113 0.756
```

Calculated values
- multiplicity = 2
- expectation value of S² = 0.911
- charge = +4
- HOMO (alpha / beta) (eV) = -18.439 / -18.447

***

C4H7NO | the ωB97M-V functional and the def2-TZVPD basis

Geometry as XYZ:
```
13
Properties=species:S:1:pos:R:3
O -2.220 -1.933 0.218
C -1.159 -1.122 0.450
C 0.690 2.241 -0.241
N 0.990 1.146 -0.793
C 1.031 -0.031 0.069
C -0.065 -0.992 -0.298
H -2.062 -2.426 -0.599
H -1.303 -0.554 1.367
H 0.479 2.341 0.835
H 0.626 3.149 -0.844
H 0.945 0.239 1.136
H 2.009 -0.506 -0.073
H 0.040 -1.551 -1.227
```

Calculated values
- HOMO (eV) = -8.983
- SMILES string = C=NC/C=C/O

***

C17H22ClN2O6PdS2 | the ωB97M-V functional and the def2-TZVPD basis

Geometry as XYZ:
```
51
Properties=species:S:1:pos:R:3
Pd -0.767 -0.292 0.338
O -1.164 -4.661 -3.316
C -0.608 -3.637 -3.928
O -0.211 -3.697 -5.058
C -0.471 -2.352 -3.149
C 0.142 -1.195 -3.633
Cl 0.918 -1.017 -5.116
N 0.067 -0.214 -2.693
N -0.540 -0.727 -1.603
C -0.880 -1.988 -1.866
C -1.656 -2.687 -0.771
O -2.024 -3.835 -0.895
O -1.883 -1.959 0.286
C 0.393 1.187 -2.778
C 0.658 1.905 -1.620
C 0.933 3.261 -1.689
C 0.949 3.915 -2.911
C 0.672 3.198 -4.061
C 0.388 1.840 -4.004
H -1.499 -4.459 -2.408
H 0.697 1.433 -0.656
H 1.143 3.800 -0.773
H 1.168 4.974 -2.965
H 0.659 3.689 -5.025
H 0.136 1.333 -4.919
C -4.003 2.231 2.264
S -3.179 0.802 1.585
C -3.751 -0.467 2.701
O -1.687 0.985 1.911
H -3.691 2.398 3.295
H -5.078 2.052 2.211
H -3.738 3.084 1.643
H -4.837 -0.530 2.611
H -3.459 -0.230 3.723
H -3.305 -1.401 2.365
C 4.172 -0.564 1.965
C 3.533 0.810 2.062
S 1.733 0.832 2.067
O 1.353 0.018 0.832
C 1.334 -0.220 3.501
C 1.084 -1.678 3.140
H 5.243 -0.450 1.804
H 3.759 -1.123 1.125
H 4.036 -1.141 2.879
H 3.798 1.446 1.216
H 3.814 1.351 2.971
H 0.452 0.236 3.949
H 2.162 -0.106 4.204
H 0.211 -1.784 2.500
H 0.894 -2.238 4.056
H 1.930 -2.128 2.630
```

Calculated values
- charge = +1
- HOMO (alpha / beta) (eV) = -12.193 / -12.195

***

C21H20N2O5S | the ωB97M-V functional and the def2-TZVPD basis

Geometry as XYZ:
```
49
Properties=species:S:1:pos:R:3
C -2.631 2.095 1.794
H -3.255 3.028 1.917
O -1.602 2.070 2.741
C -0.772 1.130 2.833
C -0.708 0.377 1.853
C 0.292 -0.814 2.014
C 1.054 -0.953 3.154
C 1.159 0.170 4.089
C 0.174 1.120 4.037
H -0.083 1.812 4.728
O 2.129 -0.173 5.153
C 1.990 0.869 6.290
H 0.752 0.927 6.676
H 2.085 1.782 5.866
H 2.662 0.636 6.911
H 1.907 -1.723 3.231
C 0.303 -1.749 0.802
O -0.575 -2.157 0.213
N 1.829 -2.266 0.466
H 2.500 -1.940 1.040
C 2.016 -2.959 -0.563
C 2.538 -2.383 -1.644
O 2.693 -2.692 -2.893
O 2.828 -1.157 -1.279
C 3.437 0.100 -2.395
C 1.994 0.245 -3.304
C 1.821 0.622 -4.540
S 0.543 0.760 -5.170
C -0.264 0.389 -3.394
N 0.685 0.168 -2.674
C -1.479 0.489 -3.175
C -2.496 1.222 -3.964
C -3.845 1.079 -3.678
C -4.391 0.605 -2.426
C -3.424 -0.059 -1.587
C -1.868 -0.231 -2.025
H -1.231 -0.460 -1.375
H -3.790 -0.808 -0.700
H -5.301 0.511 -2.179
H -4.500 1.445 -4.193
H -2.348 1.445 -4.975
H 2.801 0.365 -5.070
H 3.955 -0.436 -2.884
H 3.373 0.891 -1.766
H 1.124 -3.444 -0.834
H 2.615 -3.812 -0.550
H -1.379 0.169 0.934
H -3.362 1.296 1.648
H -1.955 2.400 0.845
```

Calculated values
- HOMO (eV) = -7.895

***

C2H7NO3 | the ωB97M-V functional and the def2-TZVPD basis

Geometry as XYZ:
```
13
Properties=species:S:1:pos:R:3
C -0.175 0.094 1.121
N 0.736 0.190 -0.022
C 0.121 0.250 -1.229
O 0.406 -0.198 -2.279
O 1.745 -1.989 -0.185
H 0.167 -0.738 1.737
H -0.381 1.017 1.644
H -1.138 -0.244 0.748
H 1.327 -0.792 -0.017
H -0.926 0.820 -1.042
H 2.644 -2.316 -0.301
H -2.592 2.303 -0.151
O -1.933 1.605 -0.023
```

Calculated values
- HOMO (eV) = -9.932

***

Number 1: total energy -666.392610 a.u.. Number 2: total energy -3699.490427 a.u.. Number 3: total energy -286.552647 a.u.. Number 4: total energy -2606.126502 a.u.. Number 5: total energy -1695.451772 a.u.. Number 6: total energy -360.598761 a.u..